1.
DFT (ωB97M-V/def2-TZVPD) results for an isolated molecule of C4H8O2.

Last column: natural (NBO) charge in e.
Geometry (Å):
C (-1.10779, 0.20543, -0.86427)  -0.6355
C (0.11630, 0.43587, 0.02303)  0.0646
O (0.24453, 1.81674, 0.32693)  -0.7016
C (0.17989, -0.42561, 1.30688)  -0.6303
C (1.42454, 0.01611, -0.61341)  0.2951
O (1.22363, -1.19839, -1.09796)  -0.6702
H (-2.02643, 0.56900, -0.38680)  0.2085
H (-1.24072, -0.85161, -1.10612)  0.2221
H (-0.97665, 0.76124, -1.79884)  0.2215
H (-0.58617, 2.09944, 0.73404)  0.4606
H (-0.23436, 0.10527, 2.16557)  0.2221
H (-0.32691, -1.38760, 1.17826)  0.2184
H (1.23231, -0.62031, 1.54393)  0.2224
H (2.07783, -1.52557, -1.41123)  0.5022

## Properties
- ΔE to the lowest compared entry with this formula, charge and spin (kJ/mol) = 318.25
- Kohn-Sham gap (eV) = 9.40

2.
DFT (ωB97M-V/def2-TZVPD) results for a structure of composition C30H40N2O14Pb at a distorted geometry.

Last column: Löwdin charge in e.
Geometry (Å):
Pb (-0.45040, 0.20690, -0.78859)  1.7021
C (-1.22198, -1.60708, 4.66326)  0.0137
C (-2.10778, -2.63299, 4.83927)  -0.4007
C (-2.73667, -3.35404, 3.62843)  -0.3550
O (-3.49843, -4.40020, 3.60177)  -0.0691
C (-2.35643, -2.97535, 2.36538)  -0.0178
C (-1.35427, -1.90112, 2.01820)  -0.2749
C (-0.66009, -1.28108, 3.27534)  -0.2909
O (0.25395, -0.51284, 3.04745)  -0.0151
O (-1.28262, -1.32341, 0.88846)  -0.2275
O (-2.50427, -2.98468, 6.01629)  -0.0839
H (-0.67563, -1.14043, 5.46957)  0.0894
H (-2.80276, -3.46935, 1.51499)  0.0791
C (-2.58043, 2.09344, 1.85007)  -0.0179
C (-2.42252, 2.83719, 0.72662)  -0.4092
C (-3.66884, 3.60151, 0.13133)  -0.3930
O (-3.73472, 4.07475, -1.06292)  -0.1344
C (-4.82871, 3.77161, 0.83129)  -0.0515
C (-4.96756, 3.10783, 2.09922)  -0.3803
C (-3.87051, 2.04695, 2.51356)  -0.3671
O (-3.97909, 1.46004, 3.56980)  0.0372
O (-5.95067, 3.13205, 2.84447)  -0.0320
O (-1.33503, 2.74623, 0.07898)  -0.1929
H (-1.75398, 1.58870, 2.32822)  0.1031
H (-5.67185, 4.25360, 0.35885)  0.0900
C (-3.96425, -0.58626, -0.60834)  -0.0985
O (-2.88691, -0.09301, -1.36288)  -0.3561
C (-3.32709, 0.85819, -2.39984)  -0.1647
C (-2.26677, 1.69223, -3.10737)  -0.2015
N (-0.94639, 1.02586, -3.38032)  -0.0967
C (0.07005, 2.02832, -3.73178)  -0.1982
C (1.48480, 1.70451, -3.39880)  -0.2887
O (1.68801, 1.27536, -2.14185)  -0.2662
C (3.06678, 1.11161, -1.76484)  -0.0743
H (-3.70689, -1.31745, 0.15797)  0.0843
H (-4.58450, -1.13677, -1.31568)  0.0848
H (-4.60152, 0.11878, -0.07459)  0.1051
H (-4.12157, 1.47531, -1.98024)  0.1316
H (-3.68240, 0.22280, -3.21109)  0.1064
H (-2.13319, 2.33763, -2.23921)  0.0821
H (-2.70114, 2.32594, -3.88057)  0.1332
H (-1.18206, 0.45637, -4.18047)  0.1104
H (-0.13031, 2.99157, -3.26263)  0.1335
H (-0.10449, 2.42050, -4.73370)  0.1246
H (1.97050, 2.67739, -3.47426)  0.1309
H (1.92210, 0.96850, -4.07346)  0.1232
H (3.73070, 1.90619, -2.10535)  0.0965
H (3.65264, 0.26656, -2.12644)  0.0861
H (3.23488, 1.05492, -0.68938)  0.0858
C (5.09762, -2.46087, -0.58449)  -0.1718
O (3.98069, -2.01915, -0.04912)  -0.1965
C (3.04004, -3.01785, 0.14064)  -0.1798
C (1.55927, -2.48486, -0.12313)  -0.1456
N (1.66759, -1.42560, -1.07950)  -0.1434
C (1.59367, -1.93483, -2.42115)  -0.1975
C (0.43193, -2.86957, -2.77679)  -0.1976
O (-0.78150, -2.17272, -2.49376)  -0.2506
C (-2.03558, -2.93032, -2.44810)  -0.0417
H (5.78920, -1.64031, -0.77553)  0.0954
H (4.80067, -2.60618, -1.62315)  0.0849
H (5.51653, -3.30541, -0.03736)  0.1028
H (3.11590, -3.34970, 1.17613)  0.1292
H (3.18761, -3.90555, -0.47443)  0.1145
H (1.18881, -1.97657, 0.76709)  0.0993
H (1.04800, -3.42656, -0.32287)  0.1262
H (2.57651, -0.99448, -0.98947)  0.0629
H (2.59696, -2.32384, -2.59484)  0.1154
H (1.60933, -1.10743, -3.13055)  0.1018
H (0.50234, -3.85581, -2.31803)  0.1114
H (0.45369, -3.16123, -3.82682)  0.1176
H (-1.96700, -3.96598, -2.78099)  0.0866
H (-2.66305, -2.25197, -3.02622)  0.0819
H (-2.56647, -3.03481, -1.50188)  0.0825
C (4.00836, 1.37036, 3.52628)  0.0112
C (2.90528, 0.75513, 2.88134)  0.0105
C (2.27720, 1.37292, 1.80350)  -0.2875
C (2.67888, 2.67766, 1.43206)  -0.0083
C (3.68360, 3.31236, 2.09724)  -0.0628
C (4.26821, 2.71124, 3.16433)  -0.3267
O (5.21873, 3.40982, 3.91918)  -0.0032
O (1.21951, 0.73792, 1.20839)  -0.1046
H (4.60636, 1.04915, 4.36628)  0.1072
H (2.76698, -0.28177, 3.14984)  0.1138
H (2.36067, 3.04839, 0.46889)  0.1169
H (3.91864, 4.33819, 1.85471)  0.1122
H (5.22357, 4.36055, 3.78616)  0.0846
H (0.80126, 0.23618, 1.91189)  -0.0262

## Properties
- total charge = -2
- Kohn-Sham gap (eV) = 3.99

3.
DFT (ωB97M-V/def2-TZVPD) results for a cluster of 2 separate species, C3H6BrNO2 in total at a distorted geometry.

Last column: natural (NBO) charge in e.
Geometry (Å):
C (0.00694, 0.05993, -1.27688)  -0.3197
C (-1.21302, -0.51739, 0.84787)  -0.6528
C (-0.71752, 0.39647, -0.21794)  0.0654
N (-1.11428, 1.78237, -0.07513)  0.5084
O (-0.38060, 2.62297, -0.55610)  -0.3906
O (-2.14610, 2.01142, 0.51505)  -0.3667
Br (3.05962, 0.38344, 0.08284)  -0.2047
H (0.32534, -0.95321, -1.44260)  0.2164
H (2.40606, 1.60263, -0.15071)  0.2112
H (0.29791, 0.79469, -2.01112)  0.2288
H (-1.20622, -0.01720, 1.81362)  0.2368
H (-0.58965, -1.40538, 0.89425)  0.2295
H (-2.23969, -0.81906, 0.64251)  0.2380

## Properties
- ΔE to the lowest compared entry with this formula, charge and spin (kJ/mol) = 306.88
- Kohn-Sham gap (eV) = 10.03
- structure (SMILES) = C=C(C)[N+](=O)[O-].Br

4.
DFT (ωB97M-V/def2-TZVPD) results for an isolated molecule of C16H17NO5S.

Last column: natural (NBO) charge in e.
Geometry (Å):
C (-4.41983, -2.44866, 0.25175)  -0.2510
H (-4.52685, -2.41085, -0.83760)  0.1730
O (-3.12711, -2.07464, 0.65943)  -0.4905
C (-2.70017, -0.81022, 0.38177)  0.2947
C (-1.41998, -0.49292, 0.84277)  -0.2692
C (-0.88304, 0.75764, 0.61450)  0.1066
C (-1.62716, 1.72791, -0.09007)  0.3120
C (-2.89029, 1.40265, -0.54326)  -0.2803
C (-3.42997, 0.14258, -0.31079)  -0.3121
H (-4.42089, -0.06597, -0.68007)  0.2192
H (-3.48369, 2.12326, -1.08293)  0.2192
O (-1.00794, 2.93898, -0.26054)  -0.5235
C (-1.65157, 3.91401, -1.04244)  -0.2479
H (-1.85249, 3.54903, -2.05438)  0.1782
H (-2.58782, 4.24487, -0.58089)  0.1756
H (-0.95821, 4.75178, -1.09348)  0.2043
N (0.39523, 1.14388, 1.03014)  -0.6167
C (1.30448, 0.43469, 1.73740)  0.6645
O (1.13283, -0.66748, 2.21393)  -0.5940
C (2.63175, 1.15481, 1.83378)  -0.7369
H (3.32331, 0.61748, 2.47502)  0.2649
H (2.54016, 2.19405, 2.13536)  0.2603
S (3.31361, 1.15321, 0.12814)  2.1649
O (4.73031, 1.38212, 0.19800)  -0.9283
O (2.52091, 2.08133, -0.63855)  -0.9564
C (2.98337, -0.51924, -0.41582)  -0.2625
C (1.84988, -0.78450, -1.15816)  -0.2069
C (1.54606, -2.09862, -1.47134)  -0.2055
C (2.37738, -3.12063, -1.04112)  -0.1762
C (3.51923, -2.83825, -0.30757)  -0.2045
C (3.82432, -1.52658, 0.01345)  -0.2056
H (4.70433, -1.26945, 0.58162)  0.2373
H (4.16455, -3.63830, 0.02145)  0.2215
H (2.13371, -4.14526, -1.27883)  0.2186
H (0.65796, -2.32374, -2.04152)  0.2234
H (1.22739, 0.03451, -1.48203)  0.2433
H (0.70024, 2.01671, 0.60959)  0.4443
H (-0.85799, -1.23652, 1.38062)  0.2663
H (-5.18663, -1.81795, 0.71343)  0.1752
H (-4.54939, -3.47571, 0.58921)  0.2005

## Properties
- ΔE to the lowest compared entry with this formula, charge and spin (kJ/mol) = 80.14
- Kohn-Sham gap (eV) = 8.61
- structure (SMILES) = COc1ccc(OC)c(NC(=O)CS(=O)(=O)c2ccccc2)c1

Asked for LUMO level across the records above, the calculation gives 0.7; 3.1; -0.3; 0.6 eV in order.
Asked for DFT total energy across the records above, the calculation gives -8369.9833; -68643.8737; -78832.5187; -39430.0030 eV in order.